No. 1
Formula: C4H9F3N2
Source: the Open Molecules 2025 dataset
Level of theory: wB97M-V/def2-TZVPD

Geometry as XYZ:
```
18
Properties=species:S:1:pos:R:3
C -2.148 0.613 1.070
C -0.722 0.519 0.561
C -0.075 -0.491 0.043
C 1.290 -0.654 -0.507
N 1.417 -1.966 -1.125
N -0.056 1.885 0.418
F 0.224 2.181 -0.890
F -0.771 2.870 0.814
F 1.061 1.932 1.024
H -2.685 -0.222 0.590
H -2.688 1.525 0.761
H -2.200 0.477 2.188
H -0.547 -1.505 0.020
H 1.502 0.213 -1.257
H 1.982 -0.482 0.219
H 1.998 -1.889 -1.981
H 0.558 -2.347 -1.395
H 1.861 -2.659 -0.551
```

Computed properties:
Energy relative to the best compared isomer or geometry (same formula, charge and spin) = 0.00 kcal/mol
SMILES = C/C(=C/C[NH3+])[N+](F)(F)F
Highest occupied orbital energy = -19.742 eV
Net charge = +2
Orbital gap = 10.9717 eV
LUMO level = -8.77 eV

Atomic partial charges in e from the Mulliken method, atoms 1 to 8: -1.170, -0.174, -0.096, -0.424, -0.207, 0.909, -0.111, -0.083



No. 2
Formula: C4H9F3Ni2O6
Source: the Open Molecules 2025 dataset
Level of theory: wB97M-V/def2-TZVPD

Geometry as XYZ:
```
24
Properties=species:S:1:pos:R:3
Ni 1.586 3.259 -1.676
Ni 0.072 2.042 0.098
O -1.140 1.774 1.542
H -2.003 1.680 1.990
O 0.470 1.607 -1.826
H -0.115 0.911 -2.185
O -0.008 3.995 -0.683
H -0.556 4.688 -1.099
O 2.116 2.436 0.201
H 2.914 2.167 0.695
C -2.091 -1.774 1.156
C -1.645 -1.347 -0.225
O -0.367 -1.949 -0.461
C 0.853 -1.383 -0.174
O 0.925 -0.238 0.278
C 2.040 -2.342 -0.232
F 2.430 -2.740 0.934
F 1.802 -3.485 -0.914
F 3.118 -1.814 -0.725
H -2.357 -2.830 1.197
H -2.884 -1.118 1.515
H -1.249 -1.623 1.832
H -1.611 -0.258 -0.200
H -2.300 -1.658 -1.039
```

Computed properties:
Highest occupied orbital energy (spin up / spin down) = -8.864 / -8.725 eV
Net charge = 0
Orbital gap (spin up / spin down) = 7.4079 / 7.2776 eV
Multiplicity = 5
LUMO level (spin up / spin down) = -1.46 / -1.45 eV

Atomic partial charges in e from the Mulliken method, atoms 1 to 8: 0.784, 0.789, -0.823, 0.173, -0.570, 0.224, -0.579, 0.221



No. 3
Formula: C4H9FN2
Source: the Open Molecules 2025 dataset
Level of theory: wB97M-V/def2-TZVPD

Geometry as XYZ:
```
16
Properties=species:S:1:pos:R:3
H -1.982 -0.141 -1.648
N -1.806 0.036 -0.646
C -0.595 -0.242 -0.391
C 0.485 -0.523 -1.498
F 1.358 0.562 -1.588
N -0.097 -0.143 0.871
C 1.269 0.100 1.191
C -1.013 0.131 1.938
H 1.026 -1.429 -1.263
H -0.012 -0.661 -2.463
H 1.972 -0.284 0.476
H 1.507 -0.293 2.177
H 1.545 1.145 1.296
H -1.844 -0.552 1.847
H -1.337 1.180 1.925
H -0.647 -0.057 2.931
```

Computed properties:
Energy relative to the best compared isomer or geometry (same formula, charge and spin) = 21.35 kcal/mol
SMILES = [H]/N=C(\CF)N(C)C
Highest occupied orbital energy = -8.704 eV
Net charge = 0
Orbital gap = 9.6796 eV
LUMO level = 0.98 eV

Atomic partial charges in e from the Mulliken method, atoms 1 to 8: 0.218, -0.735, 0.683, -0.539, -0.269, 0.029, -1.002, -1.066



No. 4
Formula: C4H9FN2
Source: the Open Molecules 2025 dataset
Level of theory: wB97M-V/def2-TZVPD

Geometry as XYZ:
```
16
Properties=species:S:1:pos:R:3
H 0.837 1.348 -0.024
N -0.229 1.623 0.060
C -0.787 0.530 -0.268
C -2.257 0.313 -0.195
F -2.680 -0.902 0.440
N -0.192 -0.574 -1.018
C 1.282 -0.443 -0.652
C 1.463 -0.347 0.896
H -2.521 1.193 0.445
H -2.677 0.690 -1.044
H -0.391 -1.457 -0.662
H 1.802 -1.315 -1.058
H 1.771 0.295 -1.238
H 1.103 0.560 1.396
H 2.581 -0.405 1.257
H 0.898 -1.109 1.665
```

Computed properties:
Energy relative to the best compared isomer or geometry (same formula, charge and spin) = 66.89 kcal/mol
SMILES = [H]/N=C(/CF)NCC
Highest occupied orbital energy = -10.005 eV
Net charge = 0
Orbital gap = 10.9517 eV
LUMO level = 0.95 eV

Atomic partial charges in e from the Mulliken method, atoms 1 to 8: 0.402, -0.795, 0.736, -0.609, -0.306, -0.323, -0.871, -0.918



No. 5
Formula: C4H9FN2O2
Source: the Open Molecules 2025 dataset
Level of theory: wB97M-V/def2-TZVPD

Geometry as XYZ:
```
18
Properties=species:S:1:pos:R:3
C 1.334 -1.471 1.154
C 0.000 1.425 -1.225
C 1.358 -0.400 0.045
C 0.054 0.439 0.009
N -1.162 -0.279 0.155
N -2.376 0.228 0.424
O -2.192 1.146 1.174
O -3.375 -0.292 0.086
F -1.246 -1.392 -1.094
H 0.620 -2.215 0.808
H 2.361 -1.888 1.162
H 0.994 -0.918 2.095
H 0.347 0.807 -2.048
H -1.128 1.706 -1.454
H 0.510 2.476 -1.161
H 2.231 0.318 0.031
H 1.597 -0.849 -0.969
H 0.072 1.157 0.807
```

Computed properties:
Energy relative to the best compared isomer or geometry (same formula, charge and spin) = 88.65 kcal/mol
Highest occupied orbital energy = -10.983 eV
Net charge = 0
Orbital gap = 10.0542 eV
LUMO level = -0.93 eV

Atomic partial charges in e from the Mulliken method, atoms 1 to 8: -1.016, -1.174, -0.726, 0.355, 0.063, 1.053, -0.578, -0.595



No. 6
Formula: C4H9FO
Source: the Open Molecules 2025 dataset
Level of theory: wB97M-V/def2-TZVPD

Geometry as XYZ:
```
15
Properties=species:S:1:pos:R:3
C 1.493 1.325 0.314
O 1.023 0.045 0.609
C -0.067 -0.267 -0.246
C -0.180 -1.762 -0.413
C -1.347 0.322 0.286
F -2.397 0.084 -0.585
H 0.971 2.104 0.909
H 1.383 1.595 -0.768
H 2.530 1.425 0.669
H 0.088 0.195 -1.223
H 0.823 -2.216 -0.513
H -0.905 -1.971 -1.251
H -0.616 -2.140 0.496
H -1.278 1.390 0.450
H -1.521 -0.131 1.266
```

Computed properties:
Energy relative to the best compared isomer or geometry (same formula, charge and spin) = 13.30 kcal/mol
SMILES = CO[C@@H](C)CF
Highest occupied orbital energy = -10.071 eV
Net charge = 0
Orbital gap = 11.1468 eV
LUMO level = 1.08 eV

Atomic partial charges in e from the Mulliken method, atoms 1 to 8: -0.685, -0.413, 0.475, -1.290, -0.499, -0.303, 0.255, 0.312



No. 7
Formula: C4H9FO
Source: the Open Molecules 2025 dataset
Level of theory: wB97M-V/def2-TZVPD

Geometry as XYZ:
```
15
Properties=species:S:1:pos:R:3
C 1.233 -1.855 0.058
C 0.807 -0.836 0.996
C -0.408 -0.198 0.172
C 0.053 0.473 -1.171
H 2.049 -1.589 -0.768
H 0.268 -2.374 -0.375
H 1.342 -3.034 0.780
H 1.566 -0.115 1.343
H 0.274 -1.428 1.684
H -1.322 -0.869 0.166
H -1.127 1.497 0.515
H -0.406 -0.097 -2.116
H 1.280 0.704 -1.121
O -0.673 0.901 0.936
F -0.962 1.622 -0.881
```

Computed properties:
Energy relative to the best compared isomer or geometry (same formula, charge and spin) = 123.76 kcal/mol
Highest occupied orbital energy = -9.847 eV
Net charge = 0
Orbital gap = 10.6609 eV
LUMO level = 0.81 eV

Atomic partial charges in e from the Mulliken method, atoms 1 to 8: -0.896, -0.507, 0.028, -0.268, 0.243, 0.284, 0.274, 0.300



No. 8
Formula: C4H9FOS
Source: the Open Molecules 2025 dataset
Level of theory: wB97M-V/def2-TZVPD

Geometry as XYZ:
```
16
Properties=species:S:1:pos:R:3
O -0.625 -1.505 -0.693
C -1.798 -0.963 -0.112
C -1.396 0.199 0.664
S -0.386 1.611 -0.021
C 1.050 0.772 -0.610
C 1.932 -0.053 0.253
F 1.433 -1.365 0.455
H 0.230 -1.431 -0.094
H -2.236 -1.703 0.504
H -2.630 -0.683 -0.822
H -0.786 -0.086 1.445
H -2.241 0.717 1.136
H 1.717 1.619 -1.060
H 0.736 0.069 -1.339
H 2.859 -0.107 -0.323
H 1.911 0.422 1.157
```

Computed properties:
Energy relative to the best compared isomer or geometry (same formula, charge and spin) = 25.05 kcal/mol
SMILES = OCCSCCF
Highest occupied orbital energy = -8.761 eV
Net charge = 0
Orbital gap = 9.5130 eV
LUMO level = 0.75 eV

Atomic partial charges in e from the Mulliken method, atoms 1 to 8: -0.657, -0.234, -0.868, -0.064, -0.939, -0.225, -0.275, 0.395



Results for E_tot: -565.96637 -3925.38780 -367.15654 -367.08396 -517.40967 -332.87836 -332.70232 -731.02522 (in a.u., following the order of the records).